No. 1
Formula: C5H7LiNdO3
Source: OMol25
Level of theory: the ωB97M-V functional and the def2-TZVPD basis

Calculated values
2S+1	4
HOMO-LUMO gap (spin up / spin down)	4.84 / 5.95	eV
HOMO (spin up / spin down)	-19.40 / -19.40	eV
net charge	+3
total energy	-26887.9624	eV

XYZ file:
```
17
Properties=species:S:1:pos:R:3:lowdin_spin:R:1
C 1.177 -3.399 1.454 0.00
C 0.201 -3.986 0.959 0.00
H 1.402 -2.731 2.276 0.00
H -0.142 -4.965 0.652 0.00
H -0.713 -1.713 0.857 0.00
O 1.406 -0.956 0.109 0.00
Nd -2.398 1.151 1.204 3.17
O -0.744 -0.548 0.636 -0.01
C 0.446 -0.172 0.219 0.00
O 0.554 0.984 -0.359 -0.01
C -0.472 2.074 -0.147 -0.11
C -0.737 2.680 -1.509 -0.02
H 0.095 2.793 0.461 -0.01
H 0.174 3.097 -1.969 -0.01
H -1.446 3.510 -1.375 0.00
H -1.190 1.961 -2.206 0.00
Li 2.387 0.220 -1.260 0.00
```

No. 2
Formula: C4H7NOS2
Source: OMol25
Level of theory: the ωB97M-V functional and the def2-TZVPD basis

Calculated values
HOMO-LUMO gap (spin up / spin down)	7.26 / 7.71	eV
HOMO (spin up / spin down)	-8.01 / -8.20	eV
SMILES	C=S(=O)=C/C=N/SC
net charge	0
total energy	-29463.9432	eV

XYZ file:
```
15
Properties=species:S:1:pos:R:3:mulliken_charge:R:1
C 0.067 1.178 -1.011 0.04
C 1.213 0.606 -1.387 -0.38
C -0.407 -1.427 -1.339 -0.73
C -0.527 0.303 2.224 -0.68
N -1.049 0.635 -0.562 -0.25
O 1.580 -1.437 0.316 -0.60
S -1.769 0.473 0.833 0.03
S 1.265 -1.184 -1.135 0.33
H 0.096 2.275 -1.161 0.31
H 2.217 1.202 -1.442 0.30
H -0.798 -1.977 -0.530 0.34
H -0.824 -1.595 -2.217 0.47
H -1.207 0.337 3.165 0.30
H 0.170 1.155 2.198 0.26
H -0.027 -0.544 2.047 0.25
```

No. 3
Formula: C5H6O2
Source: OMol25
Level of theory: the ωB97M-V functional and the def2-TZVPD basis

Calculated values
HOMO-LUMO gap	11.01	eV
HOMO	-10.19	eV
net charge	0
total energy	-9375.5711	eV

XYZ file:
```
13
Properties=species:S:1:pos:R:3:mulliken_charge:R:1
C 1.269 -0.988 -0.716 -1.38
C 0.264 -0.033 -0.138 1.06
C -0.440 -0.264 1.141 -0.67
C -1.218 0.244 -0.066 -0.44
C -0.798 1.687 -0.183 0.49
O -1.304 2.766 -0.166 -0.55
O 0.547 1.394 -0.248 -0.40
H 1.831 -1.426 0.118 0.32
H 1.977 -0.432 -1.334 0.37
H 0.833 -1.799 -1.309 0.33
H -0.227 0.380 1.986 0.24
H -0.616 -1.313 1.372 0.27
H -2.118 -0.215 -0.457 0.37
```

No. 4
Formula: C34H84F3N5O15S2Sr
Source: OMol25
Level of theory: the ωB97M-V functional and the def2-TZVPD basis

Calculated values
2S+1	2
HOMO-LUMO gap (spin up / spin down)	3.96 / 10.07	eV
HOMO (spin up / spin down)	-9.40 / -15.61	eV
net charge	+3
total energy	-105414.2679	eV

XYZ file:
```
144
Properties=species:S:1:pos:R:3:lowdin_spin:R:1
Sr 1.480 2.778 -0.108 0.58
S -0.071 0.170 -0.203 0.05
O -0.622 -0.613 0.912 0.00
O -0.556 1.512 -0.186 0.04
O 1.362 0.375 0.044 0.05
O -0.483 -0.468 -1.431 0.01
C 1.731 -2.997 -0.333 0.00
O 1.300 -4.220 -0.845 0.00
C 0.097 -4.805 -0.222 0.00
C -1.097 -3.968 -0.210 0.00
N -1.339 -3.320 -1.627 0.00
H -0.823 -2.458 -1.726 0.00
H -1.132 -3.998 -2.346 0.00
C -2.711 -2.807 -1.903 0.00
C -2.702 -2.198 -3.316 0.00
O -2.459 -3.229 -4.271 0.00
C -2.077 -2.730 -5.545 0.00
H 2.736 -2.902 -0.744 0.00
H 1.874 -2.948 0.746 0.00
H 1.156 -2.125 -0.646 0.00
H 0.233 -5.194 0.788 0.00
H -0.135 -5.749 -0.715 0.00
H -0.985 -3.083 0.417 0.00
H -1.994 -4.504 0.098 0.00
H -2.910 -2.080 -1.116 0.00
H -3.442 -3.609 -1.800 0.00
H -1.938 -1.421 -3.309 0.00
H -3.701 -1.784 -3.452 0.00
H -2.882 -2.116 -5.947 0.00
H -1.932 -3.457 -6.344 0.00
H -1.187 -2.101 -5.528 0.00
C -3.765 -4.433 3.128 0.00
O -3.555 -3.086 3.532 0.00
C -2.213 -2.910 3.913 0.00
C -1.848 -1.539 4.232 0.00
N -2.232 -0.574 3.062 0.00
H -1.570 -0.664 2.305 0.00
H -3.124 -0.880 2.701 0.00
C -2.112 0.898 3.509 0.00
C -3.457 1.479 3.840 0.00
O -4.135 0.528 4.697 0.00
C -5.340 1.072 5.287 0.00
H -2.974 -4.755 2.451 0.00
H -4.804 -4.430 2.797 0.00
H -3.665 -5.122 3.967 0.00
H -1.569 -3.175 3.074 0.00
H -2.022 -3.572 4.758 0.00
H -0.781 -1.331 4.152 0.00
H -2.234 -1.101 5.152 0.00
H -1.607 1.400 2.684 0.00
H -1.415 0.788 4.341 0.00
H -3.962 1.583 2.879 0.00
H -3.324 2.488 4.231 0.00
H -5.642 0.320 6.015 0.00
H -6.088 1.085 4.494 0.00
H -5.292 2.080 5.698 0.00
C -5.859 2.658 -4.680 0.00
O -4.922 2.323 -3.638 0.00
C -3.571 2.021 -4.131 0.00
C -2.729 1.418 -2.997 0.01
N -2.756 2.367 -1.676 0.00
H -2.005 2.024 -1.096 0.00
H -2.591 3.345 -1.867 0.01
C -3.951 2.431 -0.670 0.00
C -3.575 3.506 0.401 0.00
O -3.199 4.684 -0.288 0.00
C -3.121 5.884 0.460 0.00
H -5.690 3.522 -5.323 0.00
H -6.869 2.771 -4.288 0.00
H -6.032 1.784 -5.307 0.00
H -3.244 3.020 -4.422 0.00
H -3.616 1.296 -4.943 0.00
H -1.682 1.274 -3.267 0.01
H -3.060 0.434 -2.665 0.00
H -4.092 1.393 -0.371 0.00
H -4.806 2.662 -1.306 0.00
H -2.818 3.231 1.136 0.00
H -4.512 3.614 0.948 0.00
H -2.783 6.668 -0.219 0.00
H -2.460 5.654 1.296 0.00
H -4.117 6.301 0.612 0.00
C 1.504 -1.590 -3.564 0.00
O 2.128 -1.071 -4.813 0.01
C 1.504 0.142 -5.223 0.01
C 2.261 0.683 -6.520 0.00
N 3.794 0.460 -6.656 0.00
H 4.146 1.183 -7.266 0.00
H 4.248 0.570 -5.761 0.00
C 4.194 -0.820 -7.365 0.00
C 5.737 -0.873 -7.341 0.00
O 6.258 -0.934 -6.006 0.00
C 7.690 -1.018 -6.018 0.00
H 1.579 -0.849 -2.768 0.01
H 1.882 -2.570 -3.272 0.00
H 0.481 -1.935 -3.715 0.00
H 1.801 0.941 -4.543 0.02
H 0.429 0.155 -5.400 0.00
H 2.142 1.707 -6.871 0.00
H 1.989 0.085 -7.390 0.00
H 3.744 -0.814 -8.358 0.00
H 3.799 -1.629 -6.751 0.00
H 6.076 -0.005 -7.907 0.00
H 6.053 -1.744 -7.914 0.00
H 8.071 -0.482 -6.887 0.00
H 7.988 -2.051 -6.201 0.00
H 8.198 -0.581 -5.158 0.00
C 0.394 0.465 6.788 0.00
C 1.821 0.398 6.270 0.00
C 1.839 0.153 4.802 0.00
N 3.238 -0.195 4.172 0.00
C 4.102 1.146 4.193 0.00
C 5.263 0.932 3.300 0.00
C 4.956 0.574 1.797 0.02
C 4.171 -0.738 1.739 0.00
C 2.913 -0.588 2.667 0.00
C 3.932 -1.365 4.928 0.00
H 0.042 1.435 6.435 0.00
H 0.305 0.709 7.847 0.00
H -0.213 -0.392 6.496 0.00
H 2.393 -0.343 6.829 0.00
H 2.191 1.400 6.489 0.00
H 1.443 0.978 4.211 0.00
H 1.351 -0.764 4.471 0.00
H 3.490 1.976 3.841 0.00
H 4.397 1.289 5.233 0.00
H 5.805 1.875 3.361 0.00
H 5.992 0.322 3.833 0.00
H 4.348 1.355 1.340 0.03
H 5.917 0.402 1.312 0.00
H 3.848 -1.064 0.750 0.00
H 4.726 -1.618 2.063 0.00
H 2.307 0.279 2.402 0.00
H 2.224 -1.430 2.615 0.00
H 4.220 -1.049 5.931 0.00
H 4.768 -1.694 4.311 0.00
H 3.259 -2.218 5.022 0.00
C 1.085 4.748 4.055 0.00
F 1.794 3.815 4.676 0.00
F 0.056 5.238 4.834 0.00
F 1.861 5.734 3.530 0.00
S 0.159 3.864 2.591 0.03
O 0.855 2.654 2.180 0.02
O -1.159 3.585 3.129 0.00
O 0.218 4.788 1.498 0.03
```

No. 5
Formula: C52H52CoN10O2S4
Source: OMol25
Level of theory: the ωB97M-V functional and the def2-TZVPD basis

Calculated values
2S+1	2
HOMO-LUMO gap (spin up / spin down)	7.33 / 7.34	eV
HOMO (spin up / spin down)	-11.62 / -11.62	eV
net charge	+2
total energy	-154713.7322	eV

XYZ file:
```
121
Properties=species:S:1:pos:R:3:lowdin_spin:R:1
Co -0.449 -1.223 0.001 0.97
N 1.471 -1.486 0.064 -0.01
S 2.604 -0.576 -0.120 0.00
N 2.854 0.648 0.919 0.00
S 2.312 2.094 0.929 0.00
N 1.470 2.692 -0.215 0.00
S -0.049 2.077 -0.483 0.01
N -0.263 0.653 -0.376 0.00
C -1.049 3.087 0.591 0.00
C -1.026 4.474 0.492 0.00
C -1.821 5.214 1.348 0.00
C -2.620 4.569 2.287 0.00
C -2.634 3.185 2.369 0.00
C -1.845 2.432 1.510 0.00
C -0.326 2.769 -2.090 0.00
C -1.589 2.516 -2.615 0.00
C -1.883 2.979 -3.886 0.00
C -0.928 3.681 -4.612 0.00
C 0.327 3.924 -4.072 0.00
C 0.640 3.465 -2.800 0.00
C 3.718 3.158 0.989 0.00
C 3.679 4.406 0.385 0.00
C 4.801 5.217 0.476 0.00
C 5.924 4.779 1.164 0.00
C 5.942 3.525 1.764 0.00
C 4.833 2.700 1.681 0.00
C 1.513 2.264 2.498 0.00
C 1.049 1.133 3.150 0.00
C 0.349 1.301 4.336 0.00
C 0.118 2.574 4.838 0.00
C 0.579 3.697 4.160 0.00
C 1.283 3.547 2.979 0.00
C 4.128 -1.445 0.157 0.00
C 5.017 -1.741 -0.861 0.00
C 6.160 -2.474 -0.559 0.00
C 6.400 -2.893 0.739 0.00
C 5.491 -2.595 1.750 0.00
C 4.348 -1.872 1.463 0.00
C 2.807 0.185 -1.726 0.00
C 1.862 -0.105 -2.694 0.00
C 1.986 0.465 -3.954 0.00
C 3.056 1.301 -4.231 0.00
C 3.999 1.590 -3.249 0.00
C 3.874 1.039 -1.985 0.00
H -0.408 4.964 -0.252 0.00
H -1.828 6.294 1.280 0.00
H -3.247 5.154 2.948 0.00
H -3.271 2.687 3.088 0.00
H -1.855 1.352 1.531 0.00
H -2.327 1.969 -2.041 0.00
H -2.862 2.794 -4.308 0.00
H -1.165 4.043 -5.604 0.00
H 1.066 4.473 -4.640 0.00
H 1.616 3.639 -2.372 0.00
H 2.795 4.726 -0.149 0.00
H 4.796 6.192 0.009 0.00
H 6.794 5.418 1.231 0.00
H 6.822 3.190 2.296 0.00
H 4.834 1.717 2.133 0.00
H 1.232 0.152 2.731 0.00
H -0.020 0.437 4.870 0.00
H -0.425 2.694 5.766 0.00
H 0.392 4.686 4.553 0.00
H 1.647 4.415 2.442 0.00
H 4.835 -1.418 -1.877 0.00
H 6.864 -2.709 -1.346 0.00
H 7.297 -3.452 0.968 0.00
H 5.679 -2.923 2.763 0.00
H 3.630 -1.636 2.238 0.00
H 1.022 -0.737 -2.444 0.00
H 1.239 0.266 -4.711 0.00
H 3.156 1.738 -5.216 0.00
H 4.832 2.244 -3.470 0.00
H 4.603 1.262 -1.215 0.00
N -8.626 -3.271 -0.465 0.00
C -7.440 -2.586 -0.553 0.00
C -7.134 -1.567 0.359 0.00
C -5.927 -0.904 0.294 0.00
C -4.993 -1.252 -0.676 0.00
C -5.292 -2.248 -1.601 0.00
C -6.498 -2.915 -1.539 0.00
S -3.473 -0.390 -0.785 0.00
O -2.927 -0.626 -2.103 0.00
O -3.689 0.963 -0.352 0.00
N -2.418 -1.155 0.194 -0.01
C -2.458 -1.209 1.545 0.00
N -3.505 -0.916 2.314 0.00
C -3.328 -1.089 3.620 0.00
C -2.136 -1.526 4.184 0.00
C -1.090 -1.757 3.308 0.00
N -1.239 -1.606 1.999 0.03
H -9.368 -2.853 0.070 0.00
H -8.936 -3.782 -1.274 0.00
H -7.861 -1.292 1.113 0.00
H -5.700 -0.111 0.992 0.00
H -4.592 -2.463 -2.398 0.00
H -6.737 -3.677 -2.271 0.00
H -4.183 -0.865 4.250 0.00
H -2.030 -1.665 5.250 0.00
H -0.110 -2.070 3.654 0.00
C -0.448 -5.694 0.061 0.00
C -0.407 -4.206 0.474 0.00
N -0.623 -3.334 -0.690 0.01
C -1.940 -3.620 -1.284 0.00
C -2.030 -5.094 -1.732 0.00
N -0.717 -5.753 -1.415 0.00
C 0.387 -5.066 -2.163 0.00
C 0.426 -3.597 -1.690 0.00
H -1.246 -6.247 0.553 0.00
H 0.495 -6.208 0.233 0.00
H 0.556 -3.948 0.913 0.00
H -1.181 -3.994 1.208 0.00
H -2.100 -2.935 -2.114 0.00
H -2.704 -3.403 -0.544 0.00
H -2.192 -5.206 -2.803 0.00
H -2.802 -5.648 -1.200 0.00
H -0.757 -6.728 -1.704 0.00
H 0.162 -5.165 -3.223 0.00
H 1.307 -5.605 -1.946 0.00
H 0.267 -2.930 -2.535 0.00
H 1.385 -3.346 -1.245 0.00
```

No. 6
Formula: C7H10N4
Source: OMol25
Level of theory: the ωB97M-V functional and the def2-TZVPD basis

Calculated values
HOMO-LUMO gap (spin up / spin down)	7.66 / 7.66	eV
HOMO (spin up / spin down)	-17.13 / -17.13	eV
SMILES	C=C1C/C=C2\C(=[NH2+])N2/C=[NH+]\N1
net charge	+2
total energy	-13358.5007	eV

XYZ file:
```
21
Properties=species:S:1:pos:R:3:mulliken_charge:R:1
C -0.203 1.944 -0.167 -0.45
C -0.587 -1.788 -0.249 0.01
C -1.260 1.158 -0.242 0.21
C -2.294 0.218 -0.140 0.63
C 1.717 0.126 0.079 0.45
C 2.543 0.074 -0.928 -0.90
C 1.056 1.516 0.499 -0.88
N -1.181 -0.559 -0.167 -0.21
N 0.623 -1.998 0.347 0.10
N -3.551 0.138 -0.002 -0.28
N 1.369 -0.998 0.838 -0.29
H -0.282 2.955 -0.497 0.45
H -1.136 -2.577 -0.629 0.51
H 3.070 -0.806 -1.231 0.32
H 2.743 0.918 -1.531 0.31
H 1.819 2.237 0.388 0.54
H 0.710 1.588 1.588 0.31
H 1.062 -2.896 0.186 0.30
H -4.094 0.875 0.245 0.26
H -4.132 -0.742 0.100 0.30
H 2.009 -1.381 1.513 0.31
```